{"formula": "C19H17Cl5IrNO2S", "method": "wB97M-V/def2-TZVPD", "energy_ha": -3742.98401, "de_lowest_kcal_mol": 0.1, "spin_multiplicity": 2, "molar_mass_g_mol": 692.9, "homo_energy_ev": [-5.3, -5.3], "charge": -1, "orbital_gap_ev": [7.53, 7.33], "species": ["Ir", "Cl", "C", "C", "C", "Cl", "C", "Cl", "C", "Cl", "C", "Cl", "C", "C", "C", "C", "C", "C", "C", "C", "C", "C", "C", "C", "O", "H", "H", "H", "H", "H", "H", "H", "H", "H", "H", "H", "H", "H", "H", "H", "H", "H", "O", "S", "C", "N"], "positions_angstrom": [[-0.2349, -0.0382, -1.7885], [-0.5504, 2.9260, -1.4044], [-2.0541, 2.1105, -1.1096], [-2.0227, 0.7421, -1.2939], [-3.2168, 0.0493, -1.1350], [-3.2555, -1.6467, -1.4322], [-4.3830, 0.7112, -0.7519], [-5.8485, -0.1679, -0.5311], [-4.3714, 2.0906, -0.5437], [-5.8078, 2.9123, -0.0614], [-3.1937, 2.8057, -0.7352], [-3.1453, 4.5120, -0.5132], [-0.8299, -3.2484, 0.6852], [-0.4239, -2.2519, 1.7714], [-1.5039, -1.1962, 2.0106], [0.9776, -1.7067, 1.5408], [2.0179, -2.3959, 2.1557], [3.3334, -1.9820, 2.0547], [3.6011, -0.8086, 1.3735], [2.5999, -0.0697, 0.7493], [3.0064, 1.2855, 0.1895], [2.2263, 2.4219, 0.8543], [3.0088, 1.3917, -1.3350], [1.2765, -0.5657, 0.7641], [0.2634, 0.0791, 0.1442], [-1.8152, -3.6691, 0.9058], [-0.1094, -4.0678, 0.6316], [-0.8651, -2.7784, -0.2943], [-0.3447, -2.8216, 2.7046], [-1.7120, -0.6223, 1.1116], [-1.1959, -0.4955, 2.7900], [-2.4267, -1.6849, 2.3345], [1.7757, -3.2817, 2.7344], [4.1292, -2.5397, 2.5324], [4.6168, -0.4282, 1.3408], [4.0507, 1.4087, 0.4953], [1.1576, 2.3154, 0.6870], [2.5467, 3.3904, 0.4601], [2.3990, 2.4178, 1.9326], [2.0039, 1.3941, -1.7529], [3.5505, 0.5563, -1.7823], [3.4964, 2.3206, -1.6430], [0.0742, -1.7164, -2.0797], [-1.2843, 1.2287, -6.2766], [-0.8981, 0.7356, -4.7831], [-0.6187, 0.3781, -3.7074]]}

{"formula": "C19H17ClN4S", "method": "wB97M-V/def2-TZVPD", "energy_ha": -1811.63399, "de_lowest_kcal_mol": 1.4, "spin_multiplicity": 1, "molar_mass_g_mol": 368.9, "homo_energy_ev": -8.0, "smiles": "CC(C)Nc1nc2ccc(-c3ccnn3-c3ccc(Cl)cc3)cc2s1", "orbital_gap_ev": 8.43, "species": ["Cl", "N", "N", "S", "C", "C", "C", "C", "C", "C", "C", "C", "C", "C", "C", "C", "C", "C", "C", "C", "N", "N", "C", "C", "C", "H", "H", "H", "H", "H", "H", "H", "H", "H", "H", "H", "H", "H", "H", "H", "H", "H"], "positions_angstrom": [[-1.0682, -5.4587, 4.3202], [3.8292, -3.7970, 0.0724], [-1.4174, 2.0073, -1.1798], [0.8909, 3.1725, -0.6774], [4.5539, -2.9607, -0.6331], [-0.8301, 3.1680, -0.9953], [3.7858, -1.7768, -1.0064], [2.5503, -1.9725, -0.5227], [0.7818, -5.5998, 2.3060], [0.0796, -3.3515, 2.9136], [-0.8231, -0.3691, -0.9880], [0.1369, -1.3739, -0.8054], [1.8181, 0.4095, -0.6448], [1.6302, -5.0585, 1.3333], [0.9282, -2.8160, 1.9672], [0.0038, -4.7272, 3.1255], [-0.4716, 1.0141, -1.0238], [0.8354, 1.4039, -0.7689], [1.4820, -0.9689, -0.6841], [1.6947, -3.6865, 1.1388], [2.5942, -3.2034, 0.2003], [-1.5349, 4.3607, -0.9212], [-3.7308, 4.3080, 0.1524], [-3.1835, 5.8506, -1.7918], [-2.9637, 4.4702, -1.1741], [5.6083, -3.1281, -0.8915], [4.1306, -0.9575, -1.5911], [0.7480, -6.6788, 2.4218], [-0.4819, -2.6709, 3.5411], [-1.8687, -0.6564, -1.0756], [-0.1145, -2.4106, -0.7894], [2.8473, 0.7529, -0.4386], [2.2028, -5.7536, 0.6899], [1.0313, -1.7597, 1.8467], [-0.9763, 5.1814, -1.0331], [-4.7819, 4.3764, -0.0451], [-3.4632, 3.3165, 0.5319], [-3.4266, 5.0284, 0.9047], [-2.5686, 6.5919, -1.2702], [-4.2475, 6.1575, -1.7328], [-2.9543, 5.8422, -2.8689], [-3.2563, 3.7240, -1.9128]]}

{"formula": "C19H17F3INaOS", "method": "wB97M-V/def2-TZVPD", "energy_ha": -1966.72631, "spin_multiplicity": 1, "molar_mass_g_mol": 500.3, "homo_energy_ev": -4.7, "orbital_gap_ev": 2.69, "species": ["C", "C", "C", "C", "C", "I", "C", "C", "C", "C", "O", "S", "C", "F", "F", "F", "H", "H", "H", "H", "H", "H", "H", "H", "H", "H", "C", "Na", "C", "C", "C", "C", "C", "C", "C", "C", "H", "H", "H", "H", "H", "H", "H"], "positions_angstrom": [[1.7436, -3.0606, 2.1898], [1.0603, -1.7128, 2.0673], [0.8256, -1.2095, 3.4779], [1.7676, -0.8501, 1.0296], [2.2725, 0.4524, 1.1785], [2.2668, 1.6787, 2.9364], [2.8076, 1.1361, 0.0857], [2.8004, 0.5635, -1.1826], [2.2743, -0.7226, -1.3449], [1.7667, -1.4098, -0.2534], [-0.2315, -1.9428, 1.4246], [-1.1570, -0.4784, 1.3574], [-2.4142, -0.8415, 0.1507], [-3.5173, -0.0063, 0.3245], [-1.9186, -0.6859, -1.1247], [-2.8891, -2.1169, 0.2423], [2.7655, -2.8673, 2.5433], [1.2308, -3.6929, 2.9203], [1.7768, -3.5984, 1.2391], [1.6965, -1.4695, 4.0886], [0.7276, -0.1185, 3.5318], [-0.0793, -1.6863, 3.9098], [3.2282, 2.1238, 0.2347], [3.1933, 1.1159, -2.0371], [2.2471, -1.2012, -2.3197], [1.3449, -2.4071, -0.4010], [-3.1954, -2.9092, 5.9711], [-3.9170, 1.6160, 3.5709], [-4.0823, -1.5368, 4.2286], [-2.7619, -1.3427, 3.7728], [-1.8117, -2.3695, 4.0141], [-4.2205, -2.7950, 4.9139], [-4.1066, -4.0553, 4.1943], [-2.6562, -4.3694, 4.0951], [-1.8828, -3.5403, 3.0392], [-2.1184, -3.2512, 5.1892], [-3.3056, -2.9139, 7.0478], [-4.9122, -0.8330, 4.0156], [-2.5123, -0.5236, 3.0436], [-4.9092, -4.6805, 3.7974], [-2.2928, -5.3972, 4.2055], [-2.4205, -3.2998, 2.1103], [-0.9051, -3.9723, 2.8003]]}

{"formula": "C19H17F3N4", "method": "wB97M-V/def2-TZVPD", "energy_ha": -1252.72564, "de_lowest_kcal_mol": 83.6, "spin_multiplicity": 1, "molar_mass_g_mol": 358.4, "homo_energy_ev": -8.8, "smiles": "FC(F)(F)c1c(N2Cc3ccccc3C2)ccn2c(CC3CC3)nnc12", "orbital_gap_ev": 8.73, "species": ["F", "F", "F", "N", "N", "C", "C", "C", "C", "C", "C", "C", "C", "C", "C", "C", "C", "N", "N", "C", "C", "C", "C", "C", "C", "C", "H", "H", "H", "H", "H", "H", "H", "H", "H", "H", "H", "H", "H", "H", "H", "H", "H"], "positions_angstrom": [[-0.2464, -3.7982, -2.1033], [-2.0794, -4.0663, -0.7043], [-0.0036, -4.2671, 0.0415], [-1.8977, -2.6278, 2.0029], [-2.3076, -1.9250, 3.0939], [-1.4388, -1.8089, 1.1244], [-2.0009, -0.6611, 2.9243], [-0.3134, 0.3173, -0.2957], [-1.0666, 0.5431, 0.8578], [-0.0829, -1.0215, -0.8267], [-0.6983, -2.0990, -0.2102], [4.5299, 1.0532, -3.7304], [3.6174, 1.1426, -4.7682], [4.1301, 0.4394, -2.5474], [2.3122, 0.7677, -4.5473], [2.8824, -0.1793, -2.4116], [1.9759, 0.0030, -3.4618], [-1.5044, -0.4931, 1.6291], [0.8534, -1.1675, -1.8498], [-0.7609, -3.5474, -0.8008], [2.2568, -0.9118, -1.3427], [0.6747, -0.6660, -3.2222], [-2.0385, 0.4318, 3.9372], [-2.4402, 2.9106, 3.6572], [-3.2531, 2.6145, 4.9570], [-2.9831, 1.5858, 3.7901], [0.0275, 1.1728, -0.9128], [-1.1825, 1.4752, 1.3978], [5.5521, 1.4566, -3.7564], [3.9310, 1.6814, -5.7077], [4.7725, 0.5760, -1.7264], [1.5400, 0.9175, -5.3056], [2.3116, -0.4302, -0.3796], [2.7979, -1.8769, -1.1545], [0.6902, -1.5736, -3.8472], [-0.3240, -0.0840, -3.3564], [-2.1937, -0.1037, 4.9456], [-0.9568, 0.7542, 3.9800], [-2.8595, 3.5939, 2.8976], [-1.3534, 2.9492, 3.6383], [-4.2766, 3.0950, 5.0507], [-2.7024, 2.5087, 5.8513], [-3.8908, 1.3187, 3.1923]]}

{"formula": "C19H17IInO7", "method": "wB97M-V/def2-TZVPD", "energy_ha": -1748.65941, "spin_multiplicity": 1, "molar_mass_g_mol": 599.1, "homo_energy_ev": -5.5, "charge": -1, "orbital_gap_ev": 5.08, "species": ["C", "C", "In", "I", "C", "C", "O", "C", "C", "O", "C", "O", "H", "H", "H", "H", "H", "H", "H", "H", "H", "C", "C", "C", "O", "C", "C", "C", "O", "H", "H", "H", "H", "C", "C", "C", "O", "C", "C", "C", "O", "H", "H", "H", "H"], "positions_angstrom": [[-1.2361, 0.9986, 0.0107], [-1.9507, 1.7314, -0.6275], [-3.2395, 3.0545, -1.7826], [-2.6323, 2.7810, -4.4898], [-2.8912, 5.1839, -1.2382], [-1.7870, 5.7083, -2.0471], [-0.6096, 5.6191, -1.7520], [-5.3423, 2.4837, -1.3950], [-6.0162, 1.9857, -2.6463], [-7.4832, 2.1820, -2.5473], [-8.0773, 2.2202, -3.7469], [-8.1501, 1.3046, -4.5117], [-0.6968, 0.1597, 0.3879], [-3.7975, 5.7308, -1.4915], [-2.6167, 5.3063, -0.1956], [-2.0490, 6.2210, -2.9911], [-5.9223, 3.2885, -0.9525], [-5.3295, 1.6659, -0.6772], [-5.6636, 2.4723, -3.5539], [-5.8446, 0.9207, -2.7807], [-8.4829, 3.2091, -3.9962], [2.5105, -2.4182, 0.1970], [2.7289, -3.4374, -0.6276], [1.6413, -4.3816, -0.9853], [1.8377, -5.3165, -1.7325], [0.3012, -4.1430, -0.3894], [0.0849, -3.1270, 0.4410], [1.1771, -2.1886, 0.8016], [0.9902, -1.2672, 1.5681], [3.2881, -1.7203, 0.4670], [3.6981, -3.6258, -1.0708], [-0.4773, -4.8410, -0.6693], [-0.8820, -2.9337, 0.8881], [7.2859, -2.6363, 4.1963], [6.9919, -2.8725, 2.9214], [5.7596, -2.3230, 2.3021], [5.4923, -2.5429, 1.1400], [4.8664, -1.5001, 3.1586], [5.1618, -1.2655, 4.4340], [6.3944, -1.8134, 5.0537], [6.6666, -1.6003, 6.2150], [8.1780, -3.0257, 4.6700], [7.6260, -3.4685, 2.2776], [3.9705, -1.1087, 2.6912], [4.5262, -0.6702, 5.0767]]}

{"formula": "C19H17MnN4PSSe2", "method": "wB97M-V/def2-TZVPD", "energy_ha": -7646.68240, "spin_multiplicity": 2, "molar_mass_g_mol": 577.3, "homo_energy_ev": [-7.4, -7.3], "orbital_gap_ev": [6.78, 6.33], "species": ["Mn", "N", "C", "S", "N", "N", "C", "C", "C", "C", "C", "C", "N", "H", "H", "H", "H", "H", "H", "H", "Se", "P", "Se", "C", "C", "C", "C", "C", "C", "C", "C", "C", "C", "C", "C", "H", "H", "H", "H", "H", "H", "H", "H", "H", "H"], "positions_angstrom": [[-1.3014, -0.8086, -0.1498], [-4.5050, -1.8598, 2.5280], [-3.6440, -1.5070, 1.5490], [-2.0236, -1.1352, 1.9893], [-4.1741, -1.4662, 0.3345], [-3.2438, -1.0681, -0.5700], [-3.5843, -0.9223, -1.7930], [-2.5400, -0.4405, -2.7117], [-2.7708, -0.2499, -4.0615], [-1.7351, 0.2454, -4.8437], [-0.5246, 0.5432, -4.2490], [-0.3754, 0.3223, -2.8858], [-1.3543, -0.1683, -2.1363], [-4.1662, -2.0105, 3.4587], [-5.4316, -2.1536, 2.2757], [-4.6015, -1.1078, -2.1210], [-3.7378, -0.4826, -4.4855], [-1.8805, 0.3987, -5.9052], [0.3069, 0.9396, -4.8143], [0.5511, 0.5456, -2.3798], [-1.2322, 1.8081, 0.3219], [0.3587, 0.4529, 0.6139], [-0.1830, -2.6604, -0.4922], [1.8986, 0.8096, -0.2904], [2.6062, -0.1923, -0.9453], [3.7931, 0.1014, -1.6051], [4.2781, 1.4011, -1.6164], [3.5748, 2.4076, -0.9647], [2.3921, 2.1143, -0.3067], [0.9236, 0.2303, 2.3226], [0.2603, 0.8521, 3.3743], [0.6983, 0.6644, 4.6783], [1.7943, -0.1448, 4.9350], [2.4544, -0.7747, 3.8866], [2.0207, -0.5867, 2.5849], [2.2218, -1.2062, -0.9575], [4.3339, -0.6864, -2.1135], [5.1976, 1.6331, -2.1384], [3.9493, 3.4233, -0.9710], [1.8346, 2.8985, 0.1916], [-0.5983, 1.4761, 3.1608], [0.1794, 1.1512, 5.4941], [2.1375, -0.2868, 5.9519], [3.3062, -1.4129, 4.0827], [2.5364, -1.0873, 1.7738]]}